1.
DFT (the ωB97M-V functional and the def2-TZVPD basis) results for a 3-piece molecular cluster, C2H8N2O4 overall at a distorted geometry.

Summary:
structure (SMILES) = NC(=O)NC=O.O.O

Atoms and positions in Å:
N -1.17702 0.36553 -0.99168
C -0.03495 -0.03731 -0.28216
O 0.64614 0.86493 0.20426
N 0.21710 -1.38345 0.01000
C -0.27476 -2.51822 -0.63901
O -1.01793 -2.55771 -1.59936
H -1.84379 -0.35939 -1.28075
H -1.30969 1.42190 -1.01847
H 1.13430 -1.60816 0.61355
H 0.13554 -3.46087 -0.02327
O -1.48808 2.99097 0.38914
H -2.30818 3.09079 0.75558
H -1.01598 2.25080 0.87467
O 2.83012 0.09306 1.26437
H 3.43649 0.29918 0.60459
H 2.07070 0.54794 1.11854

2.
DFT (the ωB97M-V functional and the def2-TZVPD basis) results for C3HBaO3 as an isolated structure at a distorted geometry.

Summary:
net charge = +1

Atoms and positions in Å:
C -0.67451 -0.56666 1.31553
C -1.09655 0.54072 1.01553
O 0.08443 -1.64086 1.11237
H 0.74777 -1.75787 1.80536
O -1.22569 1.68845 -0.31611
C -0.45866 1.59023 -1.35073
O 0.68233 1.14381 -1.29252
Ba 1.94089 -0.99782 -2.28944

3.
DFT (the ωB97M-V functional and the def2-TZVPD basis) results for an isolated ion of composition C6H11NO5PS and charge +1 at a distorted geometry.

Summary:
net charge = +1

Atoms and positions in Å:
C 2.00217 -0.91096 0.69404
C -1.98721 1.43695 0.84298
C 2.51259 -2.28757 0.41377
C 1.64176 -2.75018 -0.73094
C 0.38050 -1.79577 -0.69635
C -3.15648 2.65120 -0.88716
N 0.86586 -0.65208 0.07453
O 2.60226 -0.08033 1.45216
O -1.41530 0.67092 -0.00619
O -1.69490 1.43058 2.09468
O 0.87502 1.77462 0.88139
O -2.88453 2.35052 0.58459
P 0.40730 1.00336 -0.28451
S 0.44146 1.32159 -2.17001
H 3.64940 -2.24614 0.22590
H 2.36738 -2.88264 1.28332
H 2.00768 -2.54017 -1.84340
H 1.51877 -3.75906 -0.70101
H 0.05155 -1.51097 -1.80098
H -0.29704 -2.25213 -0.05375
H -2.39071 3.28719 -1.41129
H -4.16769 3.09054 -0.74073
H -3.22121 1.73722 -1.27874
H -2.06928 2.13506 2.68934
H 1.96066 0.77827 1.36838

4.
DFT (the ωB97M-V functional and the def2-TZVPD basis) results for C43H66BeINO4Si2Te as an isolated structure at a distorted geometry.

Atoms and positions in Å:
Be -0.23440 0.78615 0.51863
C 6.77065 1.04890 -0.54719
C 5.90178 -0.19494 -0.79227
C 6.27025 -0.81251 -2.14821
C 6.20758 -1.21574 0.30221
C 4.42906 0.21332 -0.79235
C 3.51531 -0.26795 0.11307
C 2.18889 0.19980 0.07092
N 1.18554 -0.03538 0.93392
C 0.99962 -0.59284 2.15270
C 1.68290 -1.65352 2.77386
C 1.23718 -2.11625 3.98826
C 0.14230 -1.45244 4.59133
C -0.54893 -0.38783 4.04035
C -0.13804 0.04189 2.75851
O -0.71077 1.01020 2.06960
C -1.69283 0.31358 4.77548
C -1.34126 1.79932 4.94399
C -1.93388 -0.28049 6.16205
C -2.99324 0.18079 3.96825
C 1.88282 -3.29562 4.71605
C 0.80679 -4.31362 5.12501
C 2.59855 -2.78097 5.97449
C 2.90261 -4.01705 3.83593
C 1.75666 1.18032 -0.88066
O 0.50460 1.62496 -0.73992
C 2.68572 1.65122 -1.82891
C 3.97969 1.15360 -1.74376
C 2.29183 2.64249 -2.92995
C 1.32884 1.92568 -3.88312
C 3.49068 3.11837 -3.74906
C 1.61054 3.88301 -2.33130
H 7.82676 0.76956 -0.49801
H 6.49719 1.52810 0.39535
H 6.65420 1.78504 -1.34504
H 7.32275 -1.10889 -2.15513
H 6.11550 -0.10868 -2.96818
H 5.66331 -1.69934 -2.34522
H 7.26357 -1.49044 0.25725
H 5.62004 -2.12868 0.17688
H 6.00977 -0.80994 1.29697
H 3.78950 -0.97940 0.87962
H 2.51480 -2.11667 2.26085
H -0.17334 -1.80537 5.56388
H -0.43141 1.91081 5.53943
H -2.15432 2.31743 5.46109
H -1.18430 2.27548 3.97737
H -1.04791 -0.20299 6.79765
H -2.23466 -1.33061 6.10921
H -2.74186 0.27127 6.64840
H -2.89358 0.63767 2.98328
H -3.81324 0.67369 4.49975
H -3.25228 -0.87290 3.83972
H 0.11592 -3.90636 5.86549
H 1.27511 -5.20006 5.56205
H 0.21991 -4.62894 4.25801
H 1.90006 -2.27539 6.64549
H 3.38396 -2.06973 5.70781
H 3.05513 -3.61095 6.52149
H 2.44052 -4.40196 2.92275
H 3.32290 -4.86224 4.38473
H 3.73189 -3.36378 3.55354
H 4.70779 1.51785 -2.45424
H 1.80926 1.05112 -4.32783
H 1.01290 2.59466 -4.69105
H 0.44528 1.58847 -3.34217
H 3.97321 2.29884 -4.28651
H 4.23701 3.61339 -3.12355
H 3.14586 3.84219 -4.49108
H 0.70549 3.61927 -1.78610
H 1.35325 4.58522 -3.13143
H 2.28505 4.39114 -1.63829
I -2.24367 -6.22059 3.26113
C -2.31242 -4.38235 2.28067
C -3.49586 -3.65280 2.28483
C -3.54488 -2.44671 1.60284
C -2.41971 -1.96798 0.94191
C -1.23904 -2.69911 0.96174
C -1.18015 -3.91643 1.62807
C -2.50043 -0.67736 0.18906
O -3.57759 -0.18287 -0.11361
O -1.35431 -0.17507 -0.16836
H -4.36598 -4.02188 2.81123
H -4.45426 -1.85931 1.57853
H -0.36119 -2.30712 0.46358
H -0.26266 -4.48990 1.64019
C -3.95357 5.14181 -5.10227
Si -3.62488 4.21173 -3.52962
C -5.22695 3.62658 -2.78306
C -2.69874 5.26556 -2.30573
C -2.53930 2.71252 -3.91502
Te -2.16105 1.56364 -2.15183
C -1.70745 -0.18596 -3.21877
Si -3.13955 -1.32005 -3.71882
C -2.44515 -2.33607 -5.11491
C -3.70101 -2.45810 -2.37472
C -4.58384 -0.30118 -4.30888
H -4.58044 6.01813 -4.91204
H -4.47406 4.50910 -5.82708
H -3.02333 5.48807 -5.56149
H -5.84738 4.47635 -2.48750
H -5.06267 3.01586 -1.88930
H -5.79972 3.02461 -3.49530
H -3.31724 6.08852 -1.93929
H -1.79581 5.69148 -2.75264
H -2.38620 4.68221 -1.43305
H -1.57707 3.03180 -4.32732
H -3.01406 2.04224 -4.63664
H -0.98321 -0.72796 -2.60412
H -1.20996 0.16140 -4.12754
H -1.53601 -2.85680 -4.80124
H -2.19816 -1.72323 -5.98684
H -3.16984 -3.09280 -5.42945
H -2.87394 -3.01776 -1.92767
H -4.39701 -3.17788 -2.81624
H -4.21730 -1.92276 -1.57356
H -4.38029 0.19337 -5.26298
H -4.85403 0.46562 -3.57393
H -5.45665 -0.94484 -4.44516

5.
DFT (the ωB97M-V functional and the def2-TZVPD basis) results for C27H33N4O4PS3Zr as an isolated structure.

Atoms and positions in Å:
Zr -0.73132 0.36387 -0.66873
N 1.02010 -0.87862 -1.63663
C 0.63698 -2.25735 -1.98558
C -0.66462 -2.65500 -1.30519
O -0.79694 -3.81983 -0.92958
N -1.55287 -1.64878 -1.19838
C -2.82026 -2.00118 -0.56962
C -3.30060 -0.76747 0.17081
O -4.46289 -0.43218 0.23953
O -2.29113 -0.09933 0.70097
H 1.17931 -0.31701 -2.46821
H 1.88786 -0.84732 -1.10784
H 1.41240 -2.96954 -1.71108
H 0.47248 -2.32795 -3.06156
H -2.68624 -2.80196 0.16383
H -3.56368 -2.34468 -1.28838
N 0.43834 -0.30144 2.80582
P 0.61900 -1.36931 1.47964
C 2.42982 -1.36569 1.17631
C 3.17591 -0.19744 1.30462
C 4.50751 -0.17149 0.91440
C 5.09914 -1.30764 0.38181
C 4.35823 -2.47429 0.24116
C 3.02871 -2.50458 0.63390
C 0.44380 -2.92640 2.41697
C 1.31436 -3.16848 3.48524
C 1.16531 -4.30108 4.26541
C 0.15262 -5.21074 3.97935
C -0.70157 -4.98270 2.91362
C -0.56003 -3.84177 2.13294
C 0.03779 1.00383 2.69618
C -0.22321 1.73313 3.86334
C -0.50441 3.07161 3.76431
C -0.50996 3.66865 2.50708
C -0.27701 2.87556 1.41042
N -0.02509 1.55088 1.47343
H 0.45906 -0.68846 3.73627
H 2.71225 0.69844 1.70093
H 5.08063 0.74064 1.01602
H 6.13600 -1.28341 0.07317
H 4.81764 -3.36305 -0.17192
H 2.45251 -3.41753 0.53066
H 2.12317 -2.47690 3.69457
H 1.84437 -4.48198 5.08859
H 0.04014 -6.10145 4.58384
H -1.47876 -5.69689 2.67636
H -1.19979 -3.69343 1.27633
H -0.18765 1.23018 4.82025
H -0.70586 3.65284 4.65489
H -0.69439 4.72552 2.38283
H -0.26735 3.29418 0.41676
C 1.74153 3.50452 -3.72752
C 0.81773 2.45677 -3.13986
S 1.07462 2.15469 -1.41300
C -0.12278 1.83986 -3.86562
C -0.35752 2.12122 -5.32613
S -1.19861 0.58305 -3.22452
H 2.40164 3.89534 -2.95634
H 1.18107 4.34230 -4.14797
H 2.36368 3.08628 -4.52179
H 0.33677 2.86013 -5.72211
H -1.37696 2.48544 -5.47965
H -0.25840 1.20304 -5.90919
C -3.13951 4.43446 -0.91467
S -2.63039 2.96925 -1.80857
C -4.25578 2.28192 -2.10723
O -2.09545 2.10291 -0.67517
H -3.66448 5.09534 -1.60264
H -2.23015 4.91618 -0.56006
H -3.77123 4.14420 -0.07657
H -4.90609 3.03990 -2.54113
H -4.62986 1.91424 -1.15024
H -4.11963 1.45406 -2.79985

| no. | energy (a.u.) |
| --- | --- |
| 1 | -491.49495 |
| 2 | -365.63573 |
| 3 | -1405.53233 |
| 4 | -3193.49106 |
| 5 | -3151.83792 |